{"formula": "C4H8O3", "method": "the ωB97M-V functional and the def2-TZVPD basis", "elements": ["C", "C", "O", "C", "O", "C", "O", "H", "H", "H", "H", "H", "H", "H", "H"], "coordinates": [[-0.97174, 0.59872, -1.34437], [-0.70484, -0.34103, -0.16876], [0.14464, -1.36859, -0.75134], [0.08984, 0.16318, 1.04446], [0.31728, -0.90920, 1.90779], [1.41589, 0.76963, 0.61821], [2.46564, 0.29957, 0.99048], [-0.52256, -0.10012, -2.06441], [-2.02619, 0.78809, -1.57172], [-0.42582, 1.54973, -1.35274], [-1.63908, -0.77027, 0.21313], [-0.33098, -2.19390, -0.89875], [-0.46476, 0.95273, 1.58048], [1.26564, -1.10747, 1.82336], [1.38704, 1.66891, -0.02581]], "atomic_forces_ev_per_a": [[0.186, -0.189, -0.241], [0.192, -0.448, -0.069], [-0.112, -0.308, 0.591], [0.007, 0.081, -0.115], [0.128, 0.082, 0.233], [0.361, -0.131, 0.166], [-0.446, 0.215, -0.215], [-0.490, 1.176, -0.817], [0.227, -0.091, 0.192], [-0.123, -0.259, 0.122], [0.241, -0.050, -0.050], [-0.038, 0.214, 0.262], [-0.035, -0.087, -0.244], [-0.116, -0.065, 0.115], [0.019, -0.141, 0.070]], "charge": 0, "multiplicity": 1, "orbital_gap_ev": 11.0, "e_above_lowest_kcal_mol": 45.8, "max_force_ev_per_a": 1.51, "total_energy_ev": -10419.0158}